{"formula": "CH4BrNO", "method": "ωB97M-V/def2-TZVPD", "symbols": ["C", "O", "N", "Br", "H", "H", "H", "H"], "coordinates": [[-0.8548, 0.5765, -0.1718], [-0.2919, -0.4255, 0.6264], [0.8382, -1.0368, -0.0428], [2.3237, 0.1809, 0.0447], [-1.6790, 0.9368, 0.3190], [-1.2140, 0.3571, -1.1717], [-0.0600, 1.3417, -0.1016], [0.9379, -1.9307, 0.4978]], "e_tot_ha": -2744.3922, "charge": 0, "gap_ev": 9.6, "e_above_lowest_kj_mol": 97.1}